# 1
Molecular formula: C4H11N2O3
Method: DFT, ωB97M-V/def2-TZVPD

```
20
Properties=species:S:1:pos:R:3
O -0.597 0.330 -2.627
O -0.248 0.472 2.836
O 0.989 -0.851 -1.674
N -0.053 1.261 0.836
N 0.784 -1.916 0.657
C -0.329 -1.391 1.416
C -0.176 0.177 1.622
C -0.960 1.024 -1.461
C 0.280 1.356 -0.577
H 0.914 -2.925 0.701
H 0.071 -0.375 -2.307
H 1.870 -1.211 -1.808
H 0.815 2.257 -0.855
H 0.781 -1.599 -0.402
H 1.003 0.485 -0.849
H -1.310 -1.695 1.056
H 0.133 2.124 1.306
H -0.098 -1.768 2.440
H -1.496 1.949 -1.665
H -1.773 0.381 -0.971
```

Summary:
Relative energy (zero: lowest compared OMol25 entry of this formula, charge and spin), eV: 3.164
E_LUMO, eV: 4.0
E_tot, a.u.: -494.20333
Total charge: -1

=====

# 2
Molecular formula: C27H34FN3O8S
Method: DFT, ωB97M-V/def2-TZVPD

```
74
Properties=species:S:1:pos:R:3
S 0.534 -0.021 -2.607
F 0.202 1.711 -5.019
O -0.850 -0.244 -2.912
O 1.057 -0.409 -1.332
O -1.893 0.638 -0.430
O 0.387 -1.537 4.130
O -0.505 -4.037 0.095
O 0.091 2.911 6.300
O 0.041 -2.785 -2.951
O -1.348 -2.660 -4.711
N 1.443 -0.638 -3.847
N -1.167 -1.921 -0.473
N -0.405 1.200 4.116
C 2.820 -2.539 -4.192
C -2.191 2.012 -0.530
C 1.378 3.840 -1.720
C -0.401 0.677 5.466
C 1.224 2.466 -1.638
C -0.805 -3.646 4.513
C -0.443 -1.770 1.860
C -0.546 0.341 3.016
C 1.126 4.494 -2.916
C -2.826 2.239 -1.894
C 0.727 3.783 -4.036
C 0.128 3.396 4.979
C 0.536 2.297 3.996
C -1.326 0.156 0.718
C 0.580 2.410 -3.936
C -0.797 1.819 6.406
C 0.524 -2.938 4.272
C 2.770 -1.156 -3.543
C 0.825 1.746 -2.749
C 0.756 -1.492 -4.804
C -0.210 -1.023 3.008
C -0.979 -1.205 0.715
C 1.866 -2.387 -5.375
C -0.822 -3.197 -0.725
C -0.910 -3.558 -2.216
C -1.099 0.898 1.861
C -0.329 -2.352 -4.159
H -1.912 -3.365 -2.614
H 1.690 4.401 -0.853
H -0.666 -4.619 -2.335
H -1.387 -1.319 -1.261
H -1.460 -3.537 3.653
H -2.908 3.303 -2.099
H -1.131 -0.128 5.542
H 2.903 -1.184 -2.461
H -1.268 2.605 -0.434
H -3.815 1.790 -1.924
H -1.819 2.150 6.165
H 2.440 -3.287 -3.496
H 1.473 -3.335 -5.737
H 0.528 2.683 2.976
H 1.041 -3.370 3.408
H 0.851 4.214 4.974
H -0.173 -2.810 1.816
H 2.359 -1.869 -6.198
H 3.827 -2.815 -4.499
H 3.515 -0.483 -3.983
H -0.627 -4.704 4.686
H -0.864 3.782 4.697
H 1.559 1.963 4.240
H -0.755 1.496 7.447
H 1.407 1.920 -0.725
H 1.170 -3.048 5.149
H 1.240 5.565 -2.981
H 0.268 -0.880 -5.568
H 0.588 0.295 5.760
H -1.300 -3.223 5.384
H -1.363 1.943 1.895
H -2.885 2.311 0.269
H 0.528 4.273 -4.976
H -2.215 1.762 -2.655
```

Summary:
E_LUMO, eV: 0.4
SMILES: CCOc1cc(N2CCOCC2)c(OCC)cc1NC(=O)COC(=O)[C@@H]1CCCN1S(=O)(=O)c1ccccc1F
E_tot, a.u.: -2313.48414

=====

Copy entry 1 word for word.
Molecular formula: C4H11N2O3
Method: DFT, ωB97M-V/def2-TZVPD

```
20
Properties=species:S:1:pos:R:3
O -0.597 0.330 -2.627
O -0.248 0.472 2.836
O 0.989 -0.851 -1.674
N -0.053 1.261 0.836
N 0.784 -1.916 0.657
C -0.329 -1.391 1.416
C -0.176 0.177 1.622
C -0.960 1.024 -1.461
C 0.280 1.356 -0.577
H 0.914 -2.925 0.701
H 0.071 -0.375 -2.307
H 1.870 -1.211 -1.808
H 0.815 2.257 -0.855
H 0.781 -1.599 -0.402
H 1.003 0.485 -0.849
H -1.310 -1.695 1.056
H 0.133 2.124 1.306
H -0.098 -1.768 2.440
H -1.496 1.949 -1.665
H -1.773 0.381 -0.971
```

Summary:
Relative energy (zero: lowest compared OMol25 entry of this formula, charge and spin), eV: 3.164
E_LUMO, eV: 4.0
E_tot, a.u.: -494.20333
Total charge: -1